A single C6H6F4I2 molecule at a distorted geometry. Source: the Open Molecules 2025 dataset; level of theory: ωB97M-V/def2-TZVPD.

Atoms and positions in Å:
C  0.7220  -0.9560  -1.6358
C  0.2999  -0.7080  -0.1899
I  1.7766  -1.7088  1.1310
C  -1.1653  -1.0498  0.0801
F  -1.9207  -1.0817  -1.0558
F  -1.4442  -2.1726  0.6997
C  -1.3355  0.2754  0.8275
F  -1.2604  0.1062  2.1169
F  -2.5035  0.9662  0.5717
C  0.0207  0.7861  0.2048
C  0.9841  1.5411  1.0717
I  -0.3728  2.0395  -1.6421
H  0.8649  -2.1225  -1.9345
H  1.7651  -0.4920  -1.9332
H  -0.0657  -0.5616  -2.4601
H  0.9046  2.6594  1.0714
H  1.9837  1.3037  0.8880
H  0.7465  1.1756  2.1887

Calculated values
ΔE to the lowest compared entry with this formula, charge and spin (eV): 0.281
Highest occupied orbital energy (Eh): -0.355
Gap between HOMO and LUMO (hartree): 0.322
M (g/mol): 407.9
E_tot (Eh): -1227.02579